A molecular structure, C22H17GaO6PSe3Te. Source: OMol25; level of theory: wB97M-V/def2-TZVPD.

Summary:
ΔE to the lowest compared entry with this formula, charge and spin, kcal/mol: 5.2

ORCA input file:
```
! wB97M-V def2-TZVPD RIJCOSX def2/J DEFGRID3
* xyz -1 1
Ga 1.519 -1.060 0.711
O -2.089 -3.089 1.020
C -1.278 -2.188 0.885
O -0.012 -2.348 0.688
C -1.771 -0.736 0.926
P -0.491 0.351 1.624
C -1.065 2.025 1.201
C -0.241 2.861 0.456
C -0.677 4.133 0.101
C -1.934 4.571 0.487
C -2.762 3.739 1.235
C -2.328 2.473 1.591
C -0.755 0.265 3.422
C -1.430 -0.802 4.008
C -1.526 -0.893 5.391
C -0.951 0.077 6.196
C -0.270 1.141 5.616
C -0.168 1.231 4.238
H -2.735 -0.684 1.430
H -1.900 -0.411 -0.110
H 0.742 2.510 0.165
H -0.029 4.779 -0.477
H -2.272 5.563 0.210
H -3.743 4.080 1.541
H -2.967 1.830 2.185
H -1.868 -1.580 3.393
H -2.043 -1.734 5.836
H -1.021 0.000 7.274
H 0.196 1.894 6.239
H 0.385 2.049 3.791
Se 2.219 -2.358 2.629
Se 4.336 -1.484 3.100
Te 3.784 0.958 2.988
Se 3.074 0.921 0.595
O 0.755 -0.406 -1.195
C 1.548 -1.230 -1.732
O 2.315 -1.912 -0.999
C 1.584 -1.396 -3.214
C 2.733 -1.065 -3.911
C 2.795 -1.191 -5.304
C 1.674 -1.670 -5.929
O 1.489 -1.910 -7.270
C 0.130 -2.324 -7.405
O -0.420 -2.479 -6.099
C 0.533 -2.008 -5.230
C 0.443 -1.879 -3.870
H 3.595 -0.706 -3.365
H 3.685 -0.932 -5.861
H 0.096 -3.281 -7.926
H -0.432 -1.558 -7.946
H -0.454 -2.138 -3.324
*
```

What are the Mulliken partial charges on each atom? They are as follows, in elementary charge units:
1 Ga 1.329
2 O -0.732
3 C 0.371
4 O -0.477
5 C -1.085
6 P 1.243
7 C 0.034
8 C 0.165
9 C -0.602
10 C -0.415
11 C -0.692
12 C -0.325
13 C 0.397
14 C -0.367
15 C -0.754
16 C -0.426
17 C -0.675
18 C -0.584
19 H 0.548
20 H 0.542
21 H 0.115
22 H 0.406
23 H 0.358
24 H 0.386
25 H 0.289
26 H 0.294
27 H 0.402
28 H 0.367
29 H 0.384
30 H 0.436
31 Se -0.267
32 Se -0.299
33 Te -0.146
34 Se -0.492
35 O -0.604
36 C 0.380
37 O -0.615
38 C 0.045
39 C -0.534
40 C -0.924
41 C 0.910
42 O -0.503
43 C -0.210
44 O -0.503
45 C 0.886
46 C -0.943
47 H 0.488
48 H 0.414
49 H 0.232
50 H 0.250
51 H 0.505

A molecular structure, C22H17I2N3OPtS. Source: OMol25; level of theory: wB97M-V/def2-TZVPD.

ORCA input file:
```
! wB97M-V def2-TZVPD RIJCOSX def2/J DEFGRID3
* xyz 0 1
Pt -0.331 0.280 -1.029
I 4.403 -3.667 2.978
C 3.603 -2.171 1.716
C 4.049 -2.092 0.406
C 3.458 -1.178 -0.428
I 4.068 -0.950 -2.433
C 2.385 -0.339 -0.029
O 1.814 0.409 -0.892
C 2.061 -0.361 1.361
C 1.137 0.691 1.917
N -0.252 0.483 1.515
C -1.075 1.685 1.601
C -0.662 2.695 0.552
C -0.613 4.038 0.857
C -0.194 4.961 -0.098
C 0.209 4.470 -1.342
C 0.127 3.122 -1.595
N -0.326 2.240 -0.681
C 2.648 -1.289 2.197
H 4.841 -2.733 0.054
H 1.242 0.721 3.014
H 1.447 1.663 1.514
H -0.664 -0.286 2.033
H -2.115 1.389 1.432
H -1.008 2.161 2.591
H -0.891 4.368 1.846
H -0.171 6.015 0.125
H 0.571 5.141 -2.105
H 0.433 2.705 -2.547
H 2.375 -1.316 3.242
S -4.460 -1.287 -0.893
C -4.585 0.445 -0.973
C -3.379 1.060 -1.163
C -2.301 0.164 -1.219
C -2.737 -1.173 -1.092
C -1.787 -2.210 -1.077
C -2.059 -3.581 -0.944
C -1.031 -4.483 -0.876
C 0.286 -4.007 -1.025
C 0.497 -2.661 -1.209
N -0.479 -1.751 -1.196
H -5.553 0.896 -0.879
H -3.287 2.131 -1.228
H -3.093 -3.886 -0.881
H -1.219 -5.533 -0.728
H 1.122 -4.687 -1.007
H 1.496 -2.290 -1.382
*
```

What are the Mulliken partial charges on each atom? They are as follows, in elementary charge units:
1 Pt 0.322
2 I 0.021
3 C -0.371
4 C -0.232
5 C -0.262
6 I 0.060
7 C 0.072
8 O -0.839
9 C 0.245
10 C -0.648
11 N -0.221
12 C -1.326
13 C 1.008
14 C -0.824
15 C -0.410
16 C -0.691
17 C -0.111
18 N 0.234
19 C -0.478
20 H 0.422
21 H 0.469
22 H 0.263
23 H 0.254
24 H 0.411
25 H 0.384
26 H 0.455
27 H 0.418
28 H 0.425
29 H 0.432
30 H 0.381
31 S -0.229
32 C -0.431
33 C -0.353
34 C -0.437
35 C -0.306
36 C 1.192
37 C -0.959
38 C -0.365
39 C -0.835
40 C 0.302
41 N 0.160
42 H 0.474
43 H 0.388
44 H 0.349
45 H 0.442
46 H 0.439
47 H 0.305

no.,F_max (eV/A),highest occupied orbital energy (eV)
1,0.39,-4.434
2,2.24,-7.267